[1]
This record from the OMol25 dataset describes a molecular structure, C39H70Cl18FI2NO6PS at a distorted geometry. The level of theory is ωB97M-V/def2-TZVPD.

Cartesian coordinates (Å):
C1 2.82314 1.42395 2.75930
C2 2.46024 -0.05432 2.86306
C3 2.11322 -0.96589 1.65829
C4 0.87878 -1.06814 0.71147
C5 0.87218 -2.52069 0.23028
C6 2.22505 -3.24992 0.03934
C7 2.42573 -4.41003 0.98215
O1 2.07571 -4.44568 -0.53533
C8 1.10524 -0.19806 -0.57421
S1 1.27145 1.58285 -0.35249
C9 2.23319 -0.74632 -1.50856
Cl1 1.76657 -1.95293 -2.68321
C10 3.52744 -0.37698 -1.54614
C11 4.21153 0.68158 -0.73702
Cl2 4.60979 -1.12475 -2.65632
O2 -0.02937 -0.39852 -1.46518
C12 -1.38548 -0.46906 -1.09710
I1 -2.08852 1.54659 -1.79158
P1 -2.09121 -1.52126 -2.54873
O3 -3.18096 -0.86576 -3.29953
C13 -1.74544 -0.91365 0.37459
C14 -2.88056 0.02497 0.86107
C15 -4.22759 -0.06933 0.08859
C16 -5.39204 -0.71111 0.87761
C17 -6.51483 0.27475 1.07658
O4 -7.08241 0.58078 -0.19989
C18 -8.18953 1.32869 -0.15757
O5 -8.68593 1.79442 0.84895
C19 -2.50275 -2.27687 0.40917
F1 -3.16464 -2.42972 1.62054
C20 -1.87925 -3.63902 0.11161
C21 -2.99217 -4.69600 -0.01277
N1 -0.52158 -0.84944 1.35454
I2 -0.51095 1.08843 2.37794
C22 -0.64249 -1.80114 2.53606
C23 -1.27614 -1.49841 3.88956
O6 -2.64631 -1.17573 3.95022
H1 2.00478 2.10423 2.95571
H2 3.54946 1.65573 3.53396
H3 3.26695 1.74150 1.82473
H4 3.35275 -0.51641 3.28259
H5 1.73765 -0.20780 3.66203
H6 2.17969 -1.94350 2.13262
H7 2.98365 -0.96542 1.01666
H8 0.39072 -2.70328 -0.71933
H9 0.45675 -3.21304 0.94335
H10 3.11943 -2.69074 -0.19312
H11 3.28460 -5.06559 0.89523
H12 1.58498 -5.03717 1.26698
H13 1.42744 1.84466 -1.67657
H14 5.25668 0.68903 -1.03700
H15 4.24544 0.51248 0.33126
H16 3.87585 1.68126 -0.97520
H17 -2.56001 -2.77676 -2.13574
H18 -1.00431 -1.74119 -3.40694
H19 -2.63239 1.07412 0.80971
H20 -3.14799 -0.18223 1.89193
H21 -4.13457 -0.51690 -0.89638
H22 -4.57693 0.93001 -0.14744
H23 -5.81044 -1.55443 0.33067
H24 -5.08917 -1.06261 1.85874
H25 -6.13284 1.18786 1.53431
H26 -7.27855 -0.11361 1.74461
H27 -8.62918 1.50116 -1.14272
H28 -3.32147 -2.24900 -0.30137
H29 -1.23709 -4.04010 0.88522
H30 -1.33530 -3.70038 -0.82313
H31 -3.42128 -4.87171 0.96812
H32 -2.50653 -5.62526 -0.28198
H33 -3.75802 -4.41524 -0.73135
H34 0.35055 -2.10638 2.86377
H35 -1.01037 -2.76908 2.23350
H36 -1.22171 -2.48889 4.35840
H37 -0.65515 -0.93720 4.57990
H38 -2.75572 -0.31113 4.35105
Cl3 -8.30233 1.61979 -4.10864
C24 -6.74806 1.91050 -4.93800
C25 -5.57548 1.41703 -4.13520
Cl4 -5.32009 2.38459 -2.65419
H39 -6.67329 2.97563 -5.14230
H40 -6.78784 1.37656 -5.88538
H41 -4.66624 1.49297 -4.72361
H42 -5.69940 0.38001 -3.83652
Cl5 5.38908 3.43431 5.32965
C26 4.59737 4.99436 5.68667
C27 3.14291 4.82768 6.03690
Cl6 2.16952 4.28081 4.63960
H43 4.74296 5.64559 4.82282
H44 5.12638 5.43256 6.53127
H45 2.73399 5.78220 6.36210
H46 3.00074 4.10296 6.83419
Cl7 4.38529 3.30298 -3.60051
C28 3.58682 2.78254 -5.10924
C29 2.08767 2.80647 -4.98299
Cl8 1.51636 1.55658 -3.84521
H47 3.95028 1.78732 -5.35089
H48 3.90051 3.46725 -5.89483
H49 1.62814 2.59726 -5.94702
H50 1.72788 3.76932 -4.63030
Cl9 -7.01348 -0.08992 -8.41461
C30 -5.47249 0.18703 -9.26635
C31 -4.29240 -0.30982 -8.47353
Cl10 -4.02058 0.66193 -7.00171
H51 -5.39174 1.25058 -9.47451
H52 -5.52936 -0.34854 -10.21216
H53 -3.38798 -0.23882 -9.07501
H54 -4.42353 -1.34440 -8.16848
Cl11 5.35354 6.65140 2.88389
C32 7.02894 6.89719 2.31114
C33 8.01527 6.13831 3.15757
Cl12 8.12983 6.79881 4.80975
H55 7.23101 7.96508 2.31776
H56 7.07091 6.55286 1.28086
H57 9.00638 6.20936 2.71321
H58 7.74406 5.08822 3.23788
Cl13 -2.01258 -8.63652 -1.22323
C34 -0.51291 -8.91148 -0.30086
C35 -0.56126 -8.24961 1.05051
Cl14 -0.53959 -6.46766 0.90416
H59 0.31875 -8.54483 -0.89681
H60 -0.40338 -9.98719 -0.17642
H61 0.31049 -8.53458 1.63710
H62 -1.45056 -8.52962 1.60175
Cl15 7.69126 10.69647 -0.60192
C36 6.84526 9.86976 -1.93363
C37 6.27454 8.54469 -1.50267
Cl16 7.55374 7.35029 -1.15348
H63 7.54702 9.75195 -2.75516
H64 6.03890 10.52603 -2.25641
H65 5.66050 8.12773 -2.29731
H66 5.66120 8.64883 -0.61060
Cl17 -2.11143 -7.20575 3.85613
C38 -1.22271 -6.84595 5.35758
C39 -0.85523 -5.38601 5.44453
Cl18 0.36556 -4.91009 4.22518
H67 -0.34681 -7.48822 5.39204
H68 -1.87385 -7.10381 6.19052
H69 -0.42787 -5.17247 6.42237
H70 -1.72794 -4.75380 5.30048

Forces on atoms 1 to 3 (eV/Å):
C 0.111 0.220 0.196
C -0.005 0.235 0.099
C 0.035 -0.262 1.052

Properties
- E_LUMO (eV) = -4.511
- gap between HOMO and LUMO (eV) = 6.1774
- charge = +1
- 2S+1 = 1
- E (eV) = -319788.1766

[2]
This record from the OMol25 dataset describes C3H8N2O in the gas phase. The level of theory is ωB97M-V/def2-TZVPD.

Cartesian coordinates (Å):
C1 -0.83661 1.13030 0.17126
C2 -0.03778 -0.17457 0.50313
C3 1.37236 -0.20307 -0.05087
N1 -0.88570 -1.21775 -0.05424
N2 -2.15594 -0.73077 0.20248
O1 -2.11244 0.69406 -0.22283
H1 -0.90318 1.78910 1.04240
H2 -0.38533 1.67232 -0.66606
H3 -0.03021 -0.31756 1.58768
H4 1.36906 -0.04094 -1.12767
H5 1.83027 -1.16670 0.15668
H6 1.96870 0.57662 0.41516
H7 -0.68027 -1.32195 -1.05609
H8 -2.85887 -1.15756 -0.40106

Forces on atoms 1 to 3 (eV/Å):
C 0.363 -0.224 0.155
C -0.075 0.293 0.097
C -0.293 -0.135 0.135

Properties
- E_LUMO (eV) = 1.078
- gap between HOMO and LUMO (eV) = 9.8367
- charge = 0
- 2S+1 = 1
- energy above the lowest of the compared OMol25 structures with the same formula, charge and spin (eV) = 3.497
- SMILES = C[C@H]1CONN1
- E (eV) = -8265.8289

[3]
This record from the OMol25 dataset describes a molecular structure, C4H11AlNO at a distorted geometry. The level of theory is ωB97M-V/def2-TZVPD.

Cartesian coordinates (Å):
Al1 -0.98106 -2.50182 0.36490
C1 2.07805 0.60246 -0.71365
C2 0.91936 -0.11804 -0.06887
C3 -0.56042 0.52772 -0.15520
O1 -1.60747 -0.31966 0.40473
C4 -2.44584 0.40670 1.26289
N1 0.96113 -1.43308 -0.64176
H1 2.99161 0.03435 -0.53826
H2 2.30315 1.60054 -0.33781
H3 1.95554 0.60762 -1.79673
H4 1.26510 -0.31578 0.94576
H5 -0.71128 0.77417 -1.20620
H6 -0.41155 1.48118 0.35160
H7 -1.98943 0.68450 2.21296
H8 -3.32810 -0.18389 1.50972
H9 -2.86688 1.25517 0.72351
H10 1.93106 -1.67912 -0.77890
H11 0.49696 -1.42301 -1.53872

Forces on atoms 1 to 3 (eV/Å):
Al 0.974 2.430 -0.220
C 1.104 0.171 -1.871
C -2.162 -0.442 2.367

Properties
- E_LUMO (eV) = -19.579
- gap between HOMO and LUMO (eV) = 4.9551
- charge = +3
- 2S+1 = 1
- energy above the lowest of the compared OMol25 structures with the same formula, charge and spin (eV) = 0.759
- E (eV) = -14421.2354

[4]
This record from the OMol25 dataset describes 2 unconnected molecules or ions with the total composition C4H6O2 at a distorted geometry. The level of theory is ωB97M-V/def2-TZVPD.

Cartesian coordinates (Å):
C1 1.33386 -0.11301 0.28355
C2 -0.10864 -0.01510 0.70155
C3 -0.85418 1.24224 0.62931
O1 -1.06056 0.21522 -0.33043
C4 -0.50212 -1.90600 -2.07446
O2 -1.42280 -1.81496 -2.73237
H1 1.98948 -0.03083 1.15749
H2 1.52441 -1.07257 -0.20672
H3 1.58384 0.68667 -0.42092
H4 -0.43811 -0.75189 1.43720
H5 -0.35688 2.13515 0.24973
H6 -1.68831 1.42508 1.30607

Forces on atoms 1 to 3 (eV/Å):
C 0.011 0.003 -0.034
C 0.208 -0.080 0.191
C -0.018 0.250 0.186

Properties
- E_LUMO (eV) = 1.166
- gap between HOMO and LUMO (eV) = 11.5439
- charge = 0
- 2S+1 = 1
- energy above the lowest of the compared OMol25 structures with the same formula, charge and spin (eV) = 1.837
- E (eV) = -8338.6245

[5]
This record from the OMol25 dataset describes C2H8ClN2P in the gas phase at a distorted geometry. The level of theory is ωB97M-V/def2-TZVPD.

Cartesian coordinates (Å):
C1 -1.10848 2.35197 -0.76223
C2 1.43797 -2.22999 0.54442
N1 -0.88655 0.88636 -0.58518
N2 0.56425 -1.17459 -0.05071
P1 0.49216 0.45444 0.25194
Cl1 -0.15210 0.59218 2.18328
H1 -1.79825 2.31185 -1.66946
H2 -1.47380 3.03146 0.06468
H3 -0.10177 2.77542 -1.10989
H4 2.11520 -1.84989 1.28545
H5 0.85102 -2.97538 1.19292
H6 1.98768 -2.79367 -0.30723
H7 -1.64207 0.28073 -0.67798
H8 -0.28526 -1.66090 -0.36002

Forces on atoms 1 to 3 (eV/Å):
C 0.461 -0.349 -2.158
C -0.558 -1.061 -0.585
N 1.888 1.764 0.631

Properties
- E_LUMO (eV) = 1.004
- gap between HOMO and LUMO (eV) = 9.6672
- charge = 0
- 2S+1 = 1
- energy above the lowest of the compared OMol25 structures with the same formula, charge and spin (eV) = 0.000
- SMILES = CNP(Cl)NC
- E (eV) = -26995.5612